3 unconnected molecules or ions with the total composition C26H42BF2NO10P in a non-equilibrium geometry, computed with the ωB97M-V functional and the def2-TZVPD basis.

Each line ends with the Löwdin charge.
Element x y z (Å)
1 C -2.49413 0.80558 4.05906  -0.09
2 O -2.07200 0.55841 2.67175  -0.03
3 B -0.83975 -0.28512 2.61711  -0.46
4 O -0.34413 -0.75612 3.95909  0.05
5 N -0.14099 -0.68098 1.29350  -0.28
6 P 0.45924 -2.38781 1.48298  1.07
7 O 1.77453 -2.47340 2.61961  -0.27
8 O -0.84351 -3.47813 1.86145  -0.25
9 C -1.14512 -0.75171 0.13863  -0.10
10 C -0.29549 -0.68148 -1.29905  -0.20
11 C -1.23889 -1.07279 -2.58153  -0.16
12 O -0.39981 -0.99006 -3.78549  -0.15
13 C -0.24126 -2.28785 -4.45708  -0.17
14 O 1.20633 -2.37907 -4.83554  -0.16
15 C 1.78453 -3.65713 -4.39314  -0.17
16 C 1.94683 -3.82389 -2.77041  -0.23
17 O 3.01753 -4.73522 -2.33826  -0.13
18 C 0.09357 0.93467 -1.46876  -0.10
19 C 0.87070 1.35714 -0.08940  -0.18
20 C 2.33720 1.98346 -0.55341  -0.13
21 O 3.47127 1.47983 0.26515  -0.18
22 C 4.23941 0.45625 -0.51871  -0.19
23 O 5.45681 0.00002 0.18636  -0.14
24 C 5.20662 -1.20526 0.99326  -0.16
25 C 5.06658 -2.59693 0.10538  -0.21
26 O 6.19205 -3.53762 0.28927  -0.12
27 C 1.08794 0.14645 0.99207  -0.12
28 H -3.50686 1.43385 3.98716  0.13
29 H -1.72578 1.49356 4.61129  0.12
30 H -2.78727 -0.17153 4.66115  0.13
31 H 0.56540 -0.36370 4.10860  0.12
32 H 2.00557 -1.57197 3.00125  0.07
33 H -1.24979 -3.26441 2.75188  0.09
34 H -1.78884 -1.73100 0.14222  0.15
35 H -1.88801 0.15282 0.10145  0.17
36 H 0.64042 -1.38312 -1.31408  0.12
37 H -2.09965 -0.25113 -2.65975  0.15
38 H -1.78605 -2.09422 -2.42114  0.14
39 H -0.83486 -2.30094 -5.46686  0.16
40 H -0.56230 -3.22024 -3.82825  0.13
41 H 2.86547 -3.81658 -4.86479  0.16
42 H 1.11737 -4.52266 -4.81907  0.14
43 H 2.06206 -2.79209 -2.20566  0.11
44 H 0.91439 -4.27696 -2.38020  0.13
45 H 2.89591 -4.79172 -1.32670  0.11
46 H -0.95892 1.49260 -1.46963  0.13
47 H 0.66969 1.16661 -2.46032  0.12
48 H 0.30921 2.25054 0.46408  0.16
49 H 2.61343 1.75765 -1.66991  0.13
50 H 2.26644 3.17219 -0.47383  0.16
51 H 4.62163 0.90941 -1.55483  0.17
52 H 3.54009 -0.45720 -0.83687  0.14
53 H 6.16457 -1.36989 1.68614  0.16
54 H 4.29921 -1.05937 1.74857  0.12
55 H 4.88226 -2.31724 -1.02515  0.13
56 H 4.07788 -3.13929 0.48951  0.11
57 H 5.77331 -4.38682 0.66811  0.12
58 H 1.43875 0.64192 2.01275  0.17
59 H 1.95870 -0.60716 0.68739  0.12
60 F -0.79503 2.35334 -3.76255  0.03
61 C -0.42358 2.73769 -4.99093  -0.29
62 C 0.57959 2.03810 -5.65266  -0.02
63 C 0.96310 2.43478 -6.93373  -0.07
64 C 0.34601 3.53455 -7.53496  -0.09
65 C -0.65638 4.23337 -6.86058  -0.08
66 C -1.04734 3.82960 -5.58420  -0.02
67 H 1.05335 1.19153 -5.16653  0.11
68 H 1.74096 1.88968 -7.46264  0.11
69 H 0.64856 3.84633 -8.53237  0.11
70 H -1.13236 5.09154 -7.32889  0.11
71 H -1.83096 4.35588 -5.04932  0.12
72 F -4.44866 0.79487 5.77410  0.01
73 C -5.13964 1.55578 6.63327  -0.29
74 C -4.48171 2.14524 7.70720  -0.02
75 C -5.19977 2.94178 8.59911  -0.08
76 C -6.57136 3.13122 8.41303  -0.09
77 C -7.22368 2.53117 7.33490  -0.07
78 C -6.50324 1.74393 6.43699  -0.02
79 H -3.41756 1.98004 7.84042  0.11
80 H -4.69318 3.41341 9.43749  0.11
81 H -7.13188 3.74893 9.11147  0.11
82 H -8.29204 2.67671 7.19445  0.11
83 H -6.99264 1.27735 5.58851  0.12

Calculated values
Lowest unoccupied orbital energy, eV: -3.388
Gap between HOMO and LUMO, eV: 7.64
E_HOMO, eV: -11.03
Total charge: +1